Record 1
80
Properties=species:S:1:pos:R:3 method="wB97M-V/def2-TZVPD" spin_multiplicity=1 gap_ev="5.35 / 5.30" charge=+3 lumo_ev="-11.2 / -11.2"
V -0.11573 -0.10410 -0.08495
C -3.25085 2.45078 1.33745
C -2.78884 3.00447 2.53111
C -1.59367 2.55716 3.05013
C -0.85546 1.59587 2.35574
N -1.27296 1.12459 1.16602
C -2.46894 1.52404 0.68883
N 0.26446 1.09812 2.97543
C 1.15323 0.34770 2.48104
N 1.33296 -0.02062 1.07503
C 2.51965 -0.86141 1.04204
N 3.05541 -1.36876 0.01562
C 2.61895 -1.10386 -1.26572
C 3.50747 -1.41404 -2.29588
C 3.17149 -1.11266 -3.59680
C 1.93608 -0.51080 -3.83712
C 1.10316 -0.25426 -2.77637
N 1.42024 -0.54009 -1.49353
C 3.01020 -1.01857 2.40240
C 4.10836 -1.72996 2.85981
C 4.36280 -1.67122 4.22343
C 3.55693 -0.91735 5.08724
C 2.46578 -0.20181 4.61622
C 2.21109 -0.28018 3.25362
H -4.20814 2.72437 0.91767
H -3.37241 3.74915 3.05537
H -1.21057 2.90513 3.99816
H -2.80129 1.06445 -0.23028
H 4.44959 -1.86903 -2.02843
H 3.85275 -1.33088 -4.40801
H 1.61518 -0.24980 -4.83527
H 0.14127 0.20253 -2.94375
H 4.73851 -2.29494 2.18768
H 5.20553 -2.21184 4.63260
H 3.79852 -0.89164 6.14110
H 1.84741 0.39310 5.27336
C -0.32150 -4.37220 3.63118
C -1.70446 -3.89615 3.22345
N -1.92688 -3.97984 1.75986
C -2.48581 -5.26326 1.23213
C -1.42102 -6.15692 0.62749
C -1.61822 -3.00255 0.94998
S -0.93824 -1.55696 1.66128
N -1.87432 -3.20612 -0.36758
C -1.65319 -2.40546 -1.33725
O -1.05857 -1.16320 -1.09899
C -2.01757 -2.68677 -2.71650
C -2.02321 -1.71902 -3.72691
C -2.41146 -2.06057 -5.00776
C -2.79254 -3.36763 -5.29312
C -2.79495 -4.33616 -4.29773
C -2.42066 -4.00127 -3.01124
H -0.19684 -4.22338 4.70325
H 0.46496 -3.81605 3.11907
H -0.18826 -5.43244 3.42741
H -1.89418 -2.86884 3.53723
H -2.48467 -4.50169 3.67868
H -3.25778 -5.00513 0.51049
H -2.96924 -5.73381 2.08404
H -0.94358 -5.68425 -0.23058
H -1.88950 -7.07966 0.28569
H -0.65441 -6.42600 1.35092
H -1.75212 -0.69766 -3.50893
H -2.42692 -1.31053 -5.78624
H -3.09893 -3.63184 -6.29659
H -3.09333 -5.34947 -4.52761
H -2.42290 -4.74721 -2.23247
Se 1.29650 2.87181 -0.52089
N -0.07083 1.74631 -0.99498
C -0.82976 2.36870 -1.89623
C -2.00828 1.87819 -2.52347
C -2.63564 2.67175 -3.43455
C -2.16718 3.98081 -3.78783
C -1.05436 4.48908 -3.21221
C -0.35619 3.69078 -2.24510
N 0.73094 4.10399 -1.63084
H -2.40978 0.90547 -2.27685
H -3.53557 2.30820 -3.91512
H -2.72369 4.55218 -4.51713
H -0.66583 5.47134 -3.44365



Record 2
89
Properties=species:S:1:pos:R:3 method="wB97M-V/def2-TZVPD" spin_multiplicity=3 gap_ev="8.19 / 7.49" lumo_ev="-0.2 / -0.9"
Mo 13.50465 13.79828 12.61892
N 13.56268 13.66805 14.79143
C 14.39604 14.55762 15.66116
C 14.21497 16.05174 15.34702
C 14.84962 16.49165 14.07506
N 14.29343 15.97091 12.81339
H 12.60796 13.80265 15.08932
H 13.80440 12.68581 15.04056
H 15.43269 14.22567 15.54933
H 14.09214 14.34616 16.72920
H 14.68900 16.63004 16.15229
H 13.17137 16.29453 15.33468
H 15.89311 16.21545 14.04226
H 14.82503 17.59238 14.00522
H 14.98310 16.04028 12.09504
H 13.54136 16.58587 12.47226
O 11.47742 11.62972 14.64592
S 11.03140 11.60878 13.28298
O 9.61982 11.75197 13.02579
O 11.79743 12.66191 12.44662
C 11.49291 10.03323 12.65318
C 10.46283 9.11086 12.70055
C 10.75170 7.77388 12.42261
C 12.04710 7.34357 12.20816
C 13.05100 8.29849 12.13720
C 12.80747 9.63277 12.35343
S 14.17287 10.65026 11.87680
O 13.83569 11.01141 10.53507
O 15.35251 9.87428 12.10504
O 14.14472 11.84034 12.81488
H 9.44933 9.38905 12.87274
H 9.93600 7.05598 12.47304
H 12.32907 6.30709 12.07225
H 14.05809 7.97658 11.87346
Br 13.29812 13.81199 5.63771
C 13.29215 13.84178 7.56162
C 12.24399 13.30286 8.29642
C 12.31144 13.26875 9.68676
N 13.35251 13.76411 10.37201
C 14.33839 14.30282 9.66529
C 14.35709 14.35985 8.28167
H 11.32042 12.91307 7.86645
H 11.51366 12.84240 10.24401
H 15.20322 14.68694 10.15748
H 15.18340 14.82266 7.78604
Cl 21.04138 14.89224 12.96151
C 20.12917 15.85216 14.07999
C 20.38564 15.71988 15.44631
C 19.79508 16.54690 16.36373
C 18.94172 17.55832 15.91836
C 18.68296 17.64244 14.57688
Cl 17.53083 18.89027 14.09119
C 19.22872 16.79370 13.62799
N 18.76077 16.88638 12.32197
C 18.98461 16.03379 11.18622
C 19.60527 16.61706 10.08611
C 19.75446 15.95804 8.89603
C 19.20211 14.71063 8.71665
C 18.55075 14.11918 9.82133
C 18.47218 14.72661 11.07495
C 17.91399 13.96778 12.23569
C 16.50324 13.42905 11.96932
O 16.30886 12.59687 11.11000
O 15.58364 13.96580 12.73881
H 21.09751 14.92805 15.77090
H 20.01702 16.49361 17.42001
H 18.45511 18.16365 16.62724
H 18.46780 17.83198 12.05367
H 19.96664 17.63379 10.21082
H 20.34159 16.41385 8.10826
H 19.34940 14.13234 7.78541
H 18.16190 13.09116 9.76664
H 17.86274 14.53342 13.15981
H 18.52209 13.05904 12.40728
O 12.36633 16.41700 10.72699
C 11.55504 16.03264 11.54606
N 11.84177 15.19410 12.58684
C 10.76487 15.11056 13.45715
O 10.79339 14.53573 14.52281
C 9.62537 15.85495 12.82024
C 8.33070 16.08835 13.25602
C 7.54883 16.96006 12.48187
C 8.00641 17.45543 11.23131
C 9.29294 17.16764 10.84176
C 10.09643 16.42602 11.65658
H 7.96294 15.66085 14.17273
H 6.57079 17.22228 12.81900
H 7.35330 18.04730 10.61400
H 9.71065 17.54257 9.90953



Record 3
72
Properties=species:S:1:pos:R:3 method="wB97M-V/def2-TZVPD" spin_multiplicity=1 gap_ev=6.55 lumo_ev=-1.0
Pd -0.08740 -0.28399 -0.27380
C 1.83511 0.74184 0.07347
Ge 2.53774 0.08552 -1.61266
C 1.88862 -1.75449 -1.80396
C 2.04385 -2.62982 -0.72457
C 1.65651 -3.95621 -0.82623
C 1.10127 -4.42836 -2.00938
C 0.94325 -3.57295 -3.08813
C 1.33962 -2.24496 -2.98668
C 1.77225 1.20858 -3.00829
C 2.48620 2.30172 -3.50030
C 1.89301 3.19582 -4.38192
C 0.57435 3.01070 -4.77753
C -0.15036 1.93227 -4.29039
C 0.44755 1.03822 -3.41252
C 4.48409 0.05592 -1.74044
C 5.27939 0.16874 -0.60300
C 6.66392 0.10064 -0.69360
C 7.26914 -0.07500 -1.92923
C 6.48854 -0.18475 -3.07227
C 5.10587 -0.12088 -2.97612
H 2.28571 0.51016 1.03289
H 2.45166 -2.26780 0.21359
H 1.77892 -4.62058 0.01979
H 0.78916 -5.46194 -2.08634
H 0.50682 -3.93584 -4.00997
H 1.21717 -1.59023 -3.84254
H 3.51596 2.45669 -3.19588
H 2.45943 4.03787 -4.75959
H 0.11164 3.70853 -5.46355
H -1.18193 1.78857 -4.58494
H -0.14770 0.21025 -3.02852
H 4.81741 0.31666 0.36712
H 7.26963 0.18676 0.19972
H 8.34796 -0.12585 -2.00245
H 6.95731 -0.32179 -4.03855
H 4.50782 -0.21200 -3.87716
C -2.06818 -0.43155 -0.71456
C -3.26751 -0.52324 -0.89668
C -4.67831 -0.63980 -1.12757
C -5.19614 -0.65844 -2.42551
C -6.56008 -0.77434 -2.63940
C -7.43253 -0.87736 -1.56449
C -6.92852 -0.86254 -0.27099
C -5.56578 -0.74304 -0.05250
H -4.51375 -0.58249 -3.26186
H -6.94446 -0.78696 -3.65158
H -8.49766 -0.96890 -1.73338
H -7.60140 -0.94421 0.57333
H -5.16987 -0.73045 0.95448
C 1.48168 4.30414 0.85264
Te 0.69337 2.44478 0.02048
C -0.15295 2.30035 1.96219
C -0.45451 3.71996 2.33085
C -1.49965 4.07480 3.17495
C -1.71537 5.40557 3.49705
C -0.88968 6.39108 2.97208
C 0.14784 6.04446 2.12018
C 0.37707 4.71102 1.79832
H 1.56950 4.99450 0.01526
H 2.45831 4.18129 1.32023
H 0.63433 1.87716 2.58831
H -0.98814 1.60610 1.94094
H -2.14730 3.30408 3.57409
H -2.53432 5.67566 4.15068
H -1.06195 7.43074 3.21758
H 0.78182 6.81402 1.69645
C -0.80480 -2.04061 1.76996
O -0.07973 -0.85066 1.57066
H -1.80678 -1.83804 2.16447
H -0.24837 -2.65636 2.48679
H -0.92051 -2.62970 0.85622



The evaluated energy relative to the best compared isomer or geometry (same formula, charge and spin) for the records listed, in turn: 4.4 0.0 5.2 kcal per mole.